Density functional theory data (wB97M-V/def2-TZVPD) for a molecular structure, C28H45IN5O2SbSi3V.

Calculated values
Charge: 0
Multiplicity: 4
Largest force on an atom, eV Å⁻¹: 1.13
E_tot, Ha: -3868.74521
Gap between HOMO and LUMO (spin up / spin down), eV: 7.1215 / 7.1583
Highest occupied orbital energy (spin up / spin down), eV: -7.129 / -7.212

Last column: Löwdin spin population.
Cartesian coordinates (Å):
V1 -0.195 1.154 1.071  2.76
N1 -0.027 1.546 3.439  0.01
N2 1.057 2.428 3.613  0.00
C1 1.884 2.712 2.510  0.01
O1 2.851 3.427 2.642  0.00
O2 1.451 2.175 1.421  0.03
H1 -0.882 1.998 3.762  0.00
H2 0.121 0.688 3.970  0.00
H3 1.397 2.628 4.542  0.00
C2 1.197 -1.139 -3.187  0.01
Sb1 1.616 -0.568 -1.141  0.02
C3 0.184 1.007 -1.079  0.02
C4 -1.145 0.803 -1.679  0.01
C5 -1.750 -0.455 -1.856  0.00
C6 -3.000 -0.557 -2.428  0.00
C7 -3.658 0.602 -2.827  0.00
C8 -3.008 1.803 -2.591  0.00
N3 -1.815 1.917 -2.031  0.00
Si1 1.015 2.549 -1.791  0.00
C9 0.407 4.172 -1.064  0.00
C10 2.879 2.535 -1.518  0.00
C11 0.819 2.615 -3.666  0.00
C12 0.717 -2.264 0.131  0.00
C13 -0.619 -1.992 0.745  0.01
C14 -1.637 -2.951 0.806  0.00
C15 -2.836 -2.696 1.433  0.01
C16 -3.039 -1.472 2.051  0.00
C17 -1.997 -0.574 2.000  0.03
N4 -0.842 -0.801 1.359  0.01
Si2 0.810 -3.867 -0.927  0.00
C18 2.444 -4.046 -1.842  0.00
C19 -0.577 -3.955 -2.207  0.00
C20 0.704 -5.465 0.079  0.00
Si3 1.918 -2.427 1.629  0.00
C21 3.523 -3.271 1.166  0.00
C22 1.074 -3.434 2.978  0.00
C23 2.419 -0.814 2.433  0.01
H4 1.802 -0.419 -3.742  0.00
H5 0.153 -0.980 -3.452  0.00
H6 1.505 -2.134 -3.486  0.00
H7 -1.217 -1.351 -1.575  0.00
H8 -3.445 -1.534 -2.575  0.00
H9 -4.631 0.584 -3.292  0.00
H10 -3.488 2.737 -2.868  0.00
H11 0.800 4.311 -0.061  0.00
H12 -0.679 4.231 -1.049  0.00
H13 0.788 4.986 -1.681  0.00
H14 3.155 2.418 -0.473  0.00
H15 3.239 3.510 -1.853  0.00
H16 3.414 1.787 -2.106  0.00
H17 -0.194 2.430 -4.009  0.00
H18 1.480 1.895 -4.147  0.00
H19 1.114 3.601 -4.023  0.00
H20 -1.489 -3.916 0.358  0.00
H21 -3.604 -3.456 1.450  0.00
H22 -3.953 -1.215 2.565  0.00
H23 -2.085 0.386 2.505  0.01
H24 2.936 -3.128 -2.144  0.00
H25 2.244 -4.617 -2.751  0.00
H26 3.162 -4.614 -1.258  0.00
H27 -0.538 -3.156 -2.939  0.00
H28 -1.583 -3.974 -1.796  0.00
H29 -0.439 -4.895 -2.747  0.00
H30 1.600 -5.631 0.674  0.00
H31 0.634 -6.293 -0.629  0.00
H32 -0.145 -5.543 0.752  0.00
H33 3.444 -4.326 0.931  0.00
H34 4.175 -3.178 2.035  0.00
H35 4.020 -2.770 0.337  0.00
H36 0.841 -4.452 2.671  0.00
H37 0.145 -2.972 3.309  0.00
H38 1.734 -3.490 3.843  0.00
H39 3.030 -0.174 1.800  0.00
H40 3.013 -1.087 3.309  0.00
H41 1.583 -0.217 2.773  0.00
I1 -4.332 2.006 0.776  0.01
C24 -3.047 3.625 1.051  0.01
C25 -3.419 4.874 0.577  0.00
C26 -2.579 5.939 0.853  0.00
C27 -1.418 5.721 1.582  0.00
C28 -1.129 4.429 1.979  0.00
N5 -1.932 3.391 1.720  0.03
H42 -4.337 4.999 0.024  0.00
H43 -2.835 6.929 0.501  0.00
H44 -0.729 6.516 1.817  0.00
H45 -0.221 4.204 2.523  0.00



Density functional theory data (wB97M-V/def2-TZVPD) for a molecular structure, C28H46BrCrN3P2S.

Calculated values
Relative energy (zero: lowest compared OMol25 entry of this formula, charge and spin), eV: 0.000
Charge: +2
Multiplicity: 5
Largest force on an atom, eV Å⁻¹: 2.38
E_tot, Ha: -5957.52424
Gap between HOMO and LUMO (spin up / spin down), eV: 6.3186 / 3.3014
Highest occupied orbital energy (spin up / spin down), eV: -12.559 / -12.207

Last column: Löwdin spin population.
Cartesian coordinates (Å):
N1 -0.632 6.994 -2.130  -0.03
C1 0.664 6.684 -2.060  0.00
C2 1.079 5.368 -1.739  -0.03
C3 0.131 4.324 -1.602  0.00
C4 -1.222 4.678 -1.696  -0.02
C5 -1.537 6.022 -1.996  0.01
C6 0.569 2.928 -1.458  -0.16
Cr1 0.237 1.357 -0.019  3.31
P1 -0.808 -3.271 -0.373  0.60
C7 -0.269 1.829 -1.936  -0.12
C8 0.348 0.586 -2.397  0.00
C9 -0.551 -0.413 -2.889  0.00
C10 -0.099 -1.384 -3.768  0.00
C11 1.279 -1.540 -3.988  -0.01
C12 2.172 -0.608 -3.447  0.00
C13 1.748 0.433 -2.622  0.00
Br1 1.883 -2.965 -4.981  0.00
H1 1.617 2.896 -1.761  -0.01
H2 -1.265 1.997 -2.356  -0.01
H3 2.143 5.202 -1.595  0.00
H4 -2.012 3.949 -1.550  0.00
H5 1.397 7.499 -2.202  0.00
H6 -2.573 6.346 -2.102  0.00
H7 -1.634 -0.348 -2.689  0.00
H8 2.475 1.178 -2.259  0.00
H9 -0.807 -2.047 -4.263  0.00
H10 3.222 -0.685 -3.689  0.00
P2 -0.974 1.062 2.131  0.02
C14 -0.104 -4.146 -1.828  0.07
C15 -0.841 -5.421 -2.263  0.01
H11 0.953 -4.384 -1.621  0.00
H12 -0.094 -3.426 -2.660  0.02
H13 -0.385 -5.789 -3.192  0.00
H14 -0.752 -6.220 -1.511  0.00
H15 -1.905 -5.249 -2.468  0.00
C16 -2.239 -2.401 -1.072  0.11
C17 -3.491 -3.293 -1.142  0.01
H16 -1.977 -2.062 -2.077  0.02
H17 -2.468 -1.517 -0.463  0.00
H18 -4.367 -2.672 -1.364  0.00
H19 -3.421 -4.050 -1.934  0.00
H20 -3.672 -3.807 -0.189  0.00
C18 0.696 -2.566 0.365  0.10
C19 1.340 -3.696 1.204  0.02
H21 0.454 -1.680 0.977  0.01
H22 1.363 -2.227 -0.444  0.02
H23 1.931 -3.316 2.049  0.00
H24 0.558 -4.349 1.621  0.01
H25 1.992 -4.337 0.590  0.00
C20 -0.102 0.212 3.507  0.01
C21 -0.802 0.186 4.871  0.00
H26 0.878 0.703 3.586  0.00
H27 0.125 -0.808 3.166  0.00
H28 -0.782 1.170 5.358  0.00
H29 -1.844 -0.159 4.810  0.00
H30 -0.263 -0.513 5.526  0.00
C22 -2.380 0.024 1.627  0.00
C23 -3.452 0.754 0.799  0.00
H31 -2.808 -0.438 2.533  0.00
H32 -1.947 -0.808 1.048  0.00
H33 -4.030 1.475 1.403  0.00
H34 -3.028 1.289 -0.073  0.00
H35 -4.158 0.009 0.404  0.00
C24 -1.641 2.573 2.858  0.00
C25 -0.719 3.790 2.752  0.00
H36 -1.881 2.349 3.907  0.00
H37 -2.582 2.776 2.329  0.00
H38 -0.417 4.001 1.714  0.00
H39 -1.260 4.668 3.129  0.00
H40 0.196 3.700 3.354  0.00
S1 2.218 1.992 1.277  0.01
C26 2.893 0.449 1.610  0.01
N2 3.000 -0.489 0.645  0.01
C27 3.885 -1.577 1.023  0.00
C28 4.097 -1.353 2.512  0.00
N3 3.460 -0.056 2.730  0.00
H41 2.689 -0.295 -0.305  0.00
H42 4.843 -1.539 0.481  0.00
H43 3.385 -2.522 0.790  0.00
H44 5.172 -1.344 2.756  0.00
H45 3.589 -2.122 3.117  0.00
H46 3.514 0.439 3.613  0.00



Among the records above, which one has the highest E_tot? C28H45IN5O2SbSi3V



Which value of charge does entry 1 give? 0



Which value of largest force on an atom does entry 2 give? 2.38 eV Å⁻¹



Which formula does entry 1 have? C28H45IN5O2SbSi3V